Entry 1:
Formula: C27H28GaN2Si
Source: OMol25
Level of theory: wB97M-V/def2-TZVPD

ΔE to the lowest compared entry with this formula, charge and spin	0.0	kcal per mole
DFT total energy	-3369.21645	Eh
gap between HOMO and LUMO	0.2435	Eh
HOMO energy	-10.9	eV
E_LUMO	-4.27	eV

Geometry as ORCA input:
```
! wB97M-V def2-TZVPD RIJCOSX def2/J DEFGRID3
* xyz 1 1
C 0.74163 1.28061 0.66538
C 1.27638 1.84574 -0.55841
C 0.22812 2.49602 -1.23103
H 2.33284 1.83482 -0.81841
C -0.96494 2.37583 -0.47886
C -0.69776 1.60980 0.68769
H -1.37922 1.46708 1.52300
H 1.32013 1.00686 1.54506
H 0.31804 3.07138 -2.14928
H -1.91792 2.85302 -0.70100
Ga -0.22085 -0.47197 -0.00176
C -0.99952 -0.98381 -1.69350
H -1.95164 -0.47882 -1.88498
H -1.12205 -2.06519 -1.80362
H -0.28982 -0.60266 -2.43516
Si -0.36931 -1.69206 -5.19099
C 1.24676 -1.56849 -6.09018
C 2.00606 -0.38756 -5.98586
H 1.61978 0.47057 -5.42225
C 3.26977 -0.31355 -6.58512
H 3.84888 0.60502 -6.51008
C 3.79357 -1.41526 -7.27016
H 4.79024 -1.36030 -7.71969
C 3.03716 -2.59029 -7.36156
H 3.44109 -3.44760 -7.90012
C 1.77567 -2.68278 -6.75658
H 1.19948 -3.61374 -6.79197
C -1.48394 -0.42289 -5.94536
C -1.20894 0.08928 -7.22740
H -0.37354 -0.31114 -7.81041
C -1.97028 1.14340 -7.74618
H -1.73506 1.54061 -8.73293
C -3.01586 1.69886 -7.00250
H -3.59114 2.54367 -7.39978
C -3.31940 1.16041 -5.74468
H -4.14424 1.58166 -5.16840
C -2.57211 0.09707 -5.22032
H -2.81392 -0.31475 -4.23375
H 0.14022 -1.29358 -3.86481
H -1.03639 -3.03082 -5.02743
N 1.66983 -1.66675 -0.27840
C 1.59783 -2.64749 0.78711
C 2.32308 -3.82266 0.74292
C 2.36685 -4.64826 1.88949
C 1.79591 -4.22634 3.08121
C 1.02446 -3.02502 3.13503
C 0.51849 -2.45362 4.31665
C -0.24914 -1.30160 4.26207
C -0.56008 -0.74856 3.02147
N -0.08508 -1.27874 1.86906
C 0.81338 -2.33166 1.91461
H 2.54860 -1.13724 -0.27776
H 1.59728 -2.09857 -1.20510
H 2.84357 -4.10938 -0.17411
H 2.87282 -5.61683 1.82424
H 1.91726 -4.80382 4.00169
H 0.76692 -2.93858 5.25767
H -0.65740 -0.83552 5.15812
H -1.18327 0.14043 2.95975
*
```

***

Entry 2:
Formula: C27H28N
Source: OMol25
Level of theory: wB97M-V/def2-TZVPD

ΔE to the lowest compared entry with this formula, charge and spin	9.4	kcal per mole
DFT total energy	-1100.10915	Eh
gap between HOMO and LUMO	0.1844	Eh
HOMO energy	-10.4	eV
E_LUMO	-5.38	eV

Geometry as ORCA input:
```
! wB97M-V def2-TZVPD RIJCOSX def2/J DEFGRID3
* xyz 1 1
C 0.08283 1.64173 0.99762
C 0.12424 2.98395 0.48944
C 1.35687 3.71113 0.58266
C 1.51824 4.92215 -0.07805
C 0.44678 5.50212 -0.77165
C -0.79292 4.85845 -0.78056
C -0.95586 3.60936 -0.18777
C -1.00079 1.02799 1.68478
C -0.64633 0.01490 2.63433
C -1.60387 -0.57138 3.43521
C -2.96036 -0.23595 3.28438
C -3.33242 0.70831 2.32189
C -2.38108 1.34803 1.53925
H 1.05341 1.17080 1.21073
H 2.16319 3.29558 1.19746
H 2.48519 5.42809 -0.04213
H 0.57033 6.45955 -1.28396
H -1.65974 5.31984 -1.25564
H -1.91075 3.09902 -0.28476
H 0.41409 -0.23595 2.75090
H -1.29783 -1.28494 4.20687
H -3.71663 -0.68642 3.92849
H -4.38173 0.98733 2.18642
H -2.69435 2.10662 0.82375
C -2.27853 -3.81818 -0.75986
C -2.64538 -3.16877 -2.09975
C -1.75875 -1.91678 -2.22634
N -0.69863 -2.08357 -1.23581
C 0.32809 -1.16679 -1.07553
C 0.19112 0.19728 -1.31591
C 1.37812 0.98132 -1.73851
C 2.59177 0.74640 -0.81311
C 2.68694 -0.67554 -0.35519
C 1.67298 -1.62263 -0.65510
C 1.99733 -2.97845 -0.53710
C 3.14512 -3.36704 0.15789
C 4.04106 -2.39896 0.64031
C 3.82730 -1.05381 0.34544
C -1.06586 -3.04548 -0.21319
H -3.11111 -3.73619 -0.05526
H -2.05381 -4.87791 -0.86930
H -2.46218 -3.85435 -2.93039
H -3.69962 -2.89450 -2.12747
H -1.33869 -1.80364 -3.23566
H -2.35268 -1.00768 -2.01132
H -0.80258 0.61028 -1.50203
H 1.71439 0.64475 -2.74238
H 1.12702 2.04618 -1.81541
H 3.50744 1.01791 -1.36052
H 2.58483 1.44258 0.04235
H 1.36804 -3.71647 -1.01961
H 3.34726 -4.43077 0.29144
H 4.90514 -2.68863 1.23356
H 4.55709 -0.28576 0.63070
H -1.34131 -2.54581 0.74177
H -0.24244 -3.72932 0.02159
*
```

***

Entry 3:
Formula: C27H28N2O6
Source: OMol25
Level of theory: wB97M-V/def2-TZVPD

ΔE to the lowest compared entry with this formula, charge and spin	97.5	kcal per mole
DFT total energy	-1606.55486	Eh
gap between HOMO and LUMO	0.2310	Eh
HOMO energy	-7.3	eV
E_LUMO	-0.99	eV

Geometry as ORCA input:
```
! wB97M-V def2-TZVPD RIJCOSX def2/J DEFGRID3
* xyz 0 1
C 4.21646 5.78293 -1.62865
O 3.57305 5.06743 -0.54388
C 2.33985 4.54552 -0.78508
C 1.70068 3.91381 0.31551
C 0.48527 3.31720 0.09642
C -0.14130 3.39358 -1.17385
C 0.46405 4.01882 -2.26165
C 1.71992 4.59039 -2.06948
N -1.36026 2.72324 -1.09384
C -2.27421 2.48070 -2.19607
C -1.52209 2.21322 0.16235
C -0.40918 2.55155 0.96281
C -0.24053 2.29101 2.33897
C -1.10170 1.34657 2.97421
C -2.50469 1.40985 3.02150
N -2.99269 0.37438 3.75857
C -4.39944 0.14281 4.02064
C -1.94470 -0.44291 4.17517
C -0.73343 0.11942 3.68676
C 0.46144 -0.54950 3.88261
C 0.40872 -1.82179 4.52208
O 1.48254 -2.64665 4.64166
C 2.75429 -2.24003 4.09636
C -0.81845 -2.35706 5.01841
C -2.00610 -1.66007 4.84999
H 5.16232 6.12759 -1.21369
H 4.38950 5.11746 -2.48661
H 3.59897 6.63540 -1.94671
H 2.14551 3.90515 1.30672
H -0.01757 4.04693 -3.23205
H 2.22633 5.09490 -2.89245
H -1.92669 3.02331 -3.07738
H -2.32694 1.41078 -2.44376
H -3.28573 2.80981 -1.92715
H -2.41980 1.65965 0.43471
H 0.68065 2.61401 2.83102
H -3.16570 2.18132 2.63012
H -4.50360 -0.80182 4.55689
H -4.82859 0.95747 4.62030
H -4.96573 0.07543 3.08216
H 1.38987 -0.11923 3.50275
H 3.43241 -3.03728 4.39510
H 2.71247 -2.16672 3.00030
H 3.08304 -1.27891 4.51601
H -0.78743 -3.32238 5.52393
H -2.95837 -2.04840 5.21226
C -0.33537 7.47886 5.80772
C -1.08450 6.52882 4.87036
C -2.52127 6.96773 4.61665
O -0.31076 6.51943 3.65335
C -0.62960 5.52294 2.74292
O -0.29149 5.71767 1.58362
C -1.27208 4.35719 3.24708
C -1.42202 4.16413 4.65419
O -1.79560 3.15483 5.22757
O -1.03508 5.22598 5.48300
H 0.68750 7.10726 5.92660
H -0.29449 8.48256 5.37403
H -0.81621 7.51948 6.78959
H -3.03118 6.26728 3.94525
H -3.05814 7.01748 5.57218
H -2.52183 7.96877 4.16790
H -1.88681 3.79488 2.56198
*
```

***

Entry 4:
Formula: C27H28N6O3Pd
Source: OMol25
Level of theory: wB97M-V/def2-TZVPD

ΔE to the lowest compared entry with this formula, charge and spin	0.0	kcal per mole
DFT total energy	-1727.64853	Eh
gap between HOMO and LUMO (spin up / spin down)	0.2543 / 0.2031	Eh
HOMO energy (spin up / spin down)	-6.7 / -7.5	eV
E_LUMO (spin up / spin down)	0.23 / -2.01	eV

Geometry as ORCA input:
```
! wB97M-V def2-TZVPD RIJCOSX def2/J DEFGRID3
* xyz 0 5
Pd 0.21642 -0.35297 -0.42910
C 3.75111 1.29232 -1.60270
O 4.53198 1.47747 -0.42201
C 3.98451 1.27158 0.79256
C 4.56908 1.88445 1.86111
C 4.07360 1.70819 3.17400
C 2.96313 0.94775 3.40729
C 2.29649 0.29880 2.34508
C 1.10963 -0.40253 2.64162
N 0.28650 -0.91733 1.75514
N -0.76407 -1.56347 2.24855
C -1.73495 -1.76559 1.34027
O -1.82304 -1.23486 0.20186
C -2.81838 -2.68949 1.77738
C -3.01468 -2.99703 3.12118
C -4.03077 -3.86167 3.49294
C -4.84801 -4.43598 2.52792
C -4.65069 -4.13676 1.18751
C -3.64484 -3.25924 0.81420
C 2.85334 0.37638 0.99100
O 2.43441 -0.32995 0.04874
H 4.32102 1.78065 -2.38973
H 2.77444 1.77006 -1.50127
H 3.60991 0.23756 -1.83118
H 5.42446 2.51903 1.67219
H 4.56886 2.20895 3.99463
H 2.56605 0.84768 4.40886
H 0.82133 -0.47964 3.68840
H -2.36481 -2.55166 3.86090
H -4.18618 -4.09034 4.53894
H -5.63559 -5.11698 2.82210
H -5.28257 -4.58378 0.43202
H -3.49296 -3.00822 -0.22689
N -3.03155 1.16101 -1.29710
C -3.09120 2.35040 -0.69358
N -4.25904 3.02722 -0.72343
N -2.09070 2.93740 -0.07838
C -0.94616 2.33573 0.05713
N 0.11663 1.88706 0.21507
H -3.84824 0.73714 -1.69800
H -2.15750 0.63916 -1.35761
H -5.09906 2.61689 -1.08424
H -4.31529 3.87482 -0.18867
C 0.12079 -1.10919 -4.73844
C -0.22022 -1.36793 -3.26801
C -1.59984 -2.05269 -3.19683
C -0.21690 -0.09289 -2.46244
C 0.84586 -2.21450 -2.55756
C 0.53016 -2.87907 -1.36518
C 1.51653 -3.48503 -0.59449
C 2.83847 -3.45656 -1.00360
C 3.16217 -2.81963 -2.19315
C 2.18234 -2.20267 -2.95568
H -0.69522 -0.55754 -5.20683
H 0.25963 -2.04551 -5.28361
H 1.02411 -0.50930 -4.84538
H -2.29881 -1.52249 -3.84672
H -2.00048 -2.03520 -2.18364
H -1.54186 -3.08964 -3.53476
H 0.01078 0.84215 -2.97924
H -0.49777 -2.92937 -1.03097
H 1.24144 -3.97451 0.33091
H 3.60893 -3.91867 -0.40158
H 4.19138 -2.78992 -2.52690
H 2.47418 -1.69090 -3.86189
*
```

***

Entry 5:
Formula: C27H29AsBrIrNO7S
Source: OMol25
Level of theory: wB97M-V/def2-TZVPD

DFT total energy	-6939.99592	Eh
gap between HOMO and LUMO (spin up / spin down)	0.2701 / 0.2366	Eh
HOMO energy (spin up / spin down)	-5.1 / -5.7	eV
E_LUMO (spin up / spin down)	2.28 / 0.78	eV

Geometry as ORCA input:
```
! wB97M-V def2-TZVPD RIJCOSX def2/J DEFGRID3
* xyz -1 5
Ir 1.35299 -1.39700 -0.33172
O 3.62829 -0.82445 2.00862
As 4.49531 -1.42519 0.59271
O 5.86438 -0.56539 0.45050
O 3.34718 -1.33312 -0.67368
C 4.90698 -3.28816 0.87647
C 6.26493 -3.51403 1.08059
C 6.74610 -4.79862 1.29226
C 5.86531 -5.86631 1.30058
C 4.51057 -5.64757 1.09103
C 4.03025 -4.36619 0.87245
S 2.27851 -4.19759 0.55174
O 1.66540 -5.39142 1.06697
O 1.90804 -2.95507 1.30424
O 2.14151 -3.95387 -0.87937
H 4.16584 -0.08988 2.33120
H 6.93623 -2.66435 1.06407
H 7.80487 -4.95813 1.45042
H 6.22446 -6.87335 1.47086
H 3.80644 -6.46771 1.10253
C -1.70226 6.12392 0.83864
C -1.15949 5.60230 -0.49905
C -2.21204 5.82928 -1.59331
C 0.08185 6.41844 -0.85956
C -0.85549 4.10986 -0.38474
C 0.40639 3.58088 -0.59082
C 0.59993 2.21236 -0.48767
Br 2.31477 1.45482 -0.76098
C -0.42516 1.31406 -0.17003
O -0.23052 0.01645 -0.12715
C -1.71889 1.85070 0.05829
C -1.88599 3.21860 -0.06359
C -2.87770 0.91410 0.40322
C -3.08744 -0.10343 -0.73258
C -4.19375 1.67135 0.59822
C -2.57482 0.17268 1.71355
H -1.92091 7.19296 0.76907
H -0.97342 5.97264 1.63656
H -2.62116 5.61105 1.12419
H -2.44156 6.89422 -1.68636
H -3.14038 5.30316 -1.36859
H -1.84962 5.46939 -2.55763
H -0.18237 7.47563 -0.93101
H 0.49850 6.11257 -1.82065
H 0.86119 6.32043 -0.10178
H 1.25295 4.20516 -0.83662
H -2.87180 3.62903 0.10174
H -3.35627 0.41112 -1.65814
H -3.90101 -0.78671 -0.47563
H -2.18971 -0.69547 -0.91105
H -4.51180 2.18277 -0.31299
H -4.13054 2.40515 1.40468
H -4.97333 0.95446 0.86210
H -1.67096 -0.42629 1.63221
H -3.40796 -0.49047 1.96076
H -2.45188 0.88332 2.53432
N -4.93665 -5.17349 -1.93382
C -3.95417 -4.62392 -1.69442
C -2.73561 -3.93394 -1.39825
C -1.96552 -3.40332 -2.43352
C -0.79499 -2.72842 -2.13302
C -0.36414 -2.56376 -0.81405
C -1.13905 -3.12193 0.20174
C -2.31664 -3.79504 -0.07673
H -2.29034 -3.52286 -3.45894
H -0.21140 -2.31343 -2.94586
H -0.81971 -3.03689 1.23428
H -2.91268 -4.21610 0.72252
*
```

***

Entry 6:
Formula: C27H29AsF6N3P2RhS2
Source: OMol25
Level of theory: wB97M-V/def2-TZVPD

ΔE to the lowest compared entry with this formula, charge and spin	7.1	kcal per mole
DFT total energy	-5635.14229	Eh
gap between HOMO and LUMO (spin up / spin down)	0.2725 / 0.2469	Eh
HOMO energy (spin up / spin down)	-11.5 / -11.3	eV
E_LUMO (spin up / spin down)	-4.04 / -4.61	eV

Geometry as ORCA input:
```
! wB97M-V def2-TZVPD RIJCOSX def2/J DEFGRID3
* xyz 1 2
Rh 0.12871 -0.70914 0.04950
C 2.35515 -2.27680 -2.97217
N 1.61535 -2.56027 -1.71481
P -0.07186 -2.18472 -1.59463
C -0.81749 -3.64507 -0.86700
C -1.98366 -3.51769 -0.11290
C -2.60470 -4.65678 0.37536
C -2.07661 -5.91061 0.10338
C -0.92484 -6.03702 -0.66307
C -0.29267 -4.90613 -1.15086
C -0.81839 -1.88357 -3.18240
C -0.81846 -2.90008 -4.14322
C -1.47514 -2.69839 -5.34198
C -2.15469 -1.50504 -5.56924
C -2.17775 -0.51134 -4.60478
C -1.50578 -0.69480 -3.40460
P 2.06325 -1.75982 -0.24894
C 3.59395 -0.84349 -0.42920
C 4.72605 -1.55617 -0.82886
C 5.95232 -0.91957 -0.89874
C 6.05697 0.41979 -0.53865
C 4.93843 1.11826 -0.10941
C 3.70379 0.48986 -0.05614
C 2.46787 -3.03487 0.94736
C 2.73476 -2.65318 2.26226
C 3.12373 -3.60703 3.18574
C 3.25823 -4.93524 2.79861
C 3.01241 -5.31006 1.48686
C 2.61687 -4.36092 0.55532
H 1.66856 -2.33355 -3.81154
H 3.13157 -3.02817 -3.11050
H 2.80121 -1.28448 -2.96841
H -2.41527 -2.54444 0.08008
H -3.50989 -4.56135 0.95953
H -2.56904 -6.79560 0.48386
H -0.52145 -7.01690 -0.88103
H 0.60734 -4.99914 -1.74474
H -0.31471 -3.84101 -3.95421
H -1.47102 -3.47388 -6.09572
H -2.68017 -1.36047 -6.50383
H -2.72588 0.40551 -4.77217
H -1.54258 0.07366 -2.64613
H 4.65563 -2.60906 -1.07676
H 6.82680 -1.46782 -1.22127
H 7.01681 0.91621 -0.58583
H 5.02352 2.15637 0.18142
H 2.82995 1.03996 0.27223
H 2.65412 -1.61528 2.56210
H 3.32836 -3.31487 4.20671
H 3.56264 -5.67813 3.52365
H 3.12851 -6.34256 1.18565
H 2.42632 -4.64471 -0.46960
S 0.74021 0.63813 -1.57632
C -3.21573 1.11275 3.88478
N -2.15491 0.21874 3.43401
C -1.10850 0.58583 2.73100
N -0.96125 1.84907 2.35433
S 0.15750 -0.57848 2.43387
H -3.89707 0.53964 4.50507
H -3.77075 1.51604 3.04058
H -2.78828 1.91780 4.48349
H -2.26123 -0.77131 3.58617
H -1.76931 2.45191 2.30036
H -0.17735 2.08311 1.76875
F -2.08184 -0.29896 0.14603
As -3.74365 0.45533 -0.11012
F -3.09802 1.22724 -1.50822
F -4.10706 -0.95394 -1.02319
F -5.29065 1.12946 -0.31549
F -4.18937 -0.35265 1.35459
F -3.20301 1.81204 0.83845
*
```

***

Entry 7:
Formula: C27H29BBr2Cl2N7O2Ti
Source: OMol25
Level of theory: wB97M-V/def2-TZVPD

ΔE to the lowest compared entry with this formula, charge and spin	22.9	kcal per mole
DFT total energy	-8523.11115	Eh
gap between HOMO and LUMO (spin up / spin down)	0.1586 / 0.1581	Eh
HOMO energy (spin up / spin down)	-2.1 / -2.1	eV
E_LUMO (spin up / spin down)	2.25 / 2.25	eV

Geometry as ORCA input:
```
! wB97M-V def2-TZVPD RIJCOSX def2/J DEFGRID3
* xyz -1 1
Ti -0.24180 -0.16479 -1.21165
C 1.23950 3.03061 -0.28815
C 0.16610 2.45651 0.56655
C -0.40960 3.03891 1.70265
C -1.30980 2.10301 2.17695
C -2.20110 2.19931 3.36545
N -1.25520 1.03651 1.35385
N -0.36600 1.25461 0.37425
B -2.06850 -0.26699 1.38215
N -2.96170 -0.26209 0.13265
N -2.41450 -0.32329 -1.09975
C -3.41810 -0.33899 -1.98145
C -3.24910 -0.41569 -3.45725
C -4.63770 -0.28189 -1.29605
C -4.30980 -0.23229 0.04495
C -5.22220 -0.13469 1.21835
N -1.12530 -1.47279 1.26585
N -0.33920 -1.65599 0.18615
C 0.30120 -2.81759 0.33735
C 1.26200 -3.37509 -0.65605
C -0.09090 -3.39769 1.54815
C -0.99900 -2.52009 2.10995
C -1.75120 -2.64759 3.38835
H 1.79810 3.77471 0.27875
H 0.81630 3.50951 -1.17125
H 1.91220 2.23991 -0.61575
H -0.19370 4.00201 2.12165
H -2.06950 3.16861 3.84215
H -1.96700 1.41981 4.08945
H -3.24480 2.08081 3.07635
H -2.71910 -0.32999 2.36665
H -2.48670 0.28831 -3.78735
H -4.19580 -0.18769 -3.94655
H -2.92870 -1.41069 -3.76245
H -5.61760 -0.26749 -1.73135
H -6.24880 -0.06219 0.86585
H -4.99320 0.74921 1.81305
H -5.12960 -1.00699 1.86525
H 1.81990 -2.57229 -1.13985
H 0.73270 -3.92389 -1.43705
H 1.95400 -4.05789 -0.16465
H 0.25190 -4.32799 1.95495
H -1.46400 -3.56509 3.89475
H -2.82570 -2.67269 3.20425
H -1.54220 -1.80579 4.04755
Cl 4.47780 1.63571 -6.16035
C 3.61650 1.15121 -4.73335
C 4.27680 0.39841 -3.76685
C 3.55700 0.00341 -2.65135
Cl 4.35300 -0.93259 -1.43525
C 2.20400 0.31781 -2.43975
O 1.56420 -0.08059 -1.38525
C 1.56230 1.13181 -3.45515
C 0.22640 1.54311 -3.32495
O -0.58160 1.21821 -2.37705
C 2.30640 1.52671 -4.58985
H 5.31350 0.12871 -3.88545
H -0.18180 2.19531 -4.11295
H 1.81760 2.11841 -5.34785
Br 4.09860 2.57551 3.93495
C 3.71240 1.00081 2.91805
C 4.66770 -0.01229 2.83285
C 4.28060 -1.15209 2.11965
C 3.02760 -1.19909 1.55115
N 2.12360 -0.21009 1.62865
C 2.48290 0.87541 2.31815
H 5.64210 0.08411 3.28135
H 4.96230 -1.98369 2.01875
H 2.70770 -2.06439 0.99355
H 1.74980 1.66751 2.39325
Br -0.22430 -1.79119 -3.15225
*
```